The following is a DFT calculation (ωB97M-V/def2-TZVPD) of an isolated molecule of C14H18BrN5.

Calculated values
maximum force = 2.86 eV/Å
Kohn-Sham gap = 8.9 eV
highest occupied orbital energy = -8.4072 eV
E = -92301.772 eV

```
! RIJCOSX wB97M-V def2-TZVPD def2/J DEFGRID3
* xyz 0 1
Br 2.91 7.15 3.22
N 1.46 2.43 -1.93
N 0.85 1.42 -2.43
N 0.04 1.82 -0.32
C 0.95 2.70 -0.68
C 2.78 5.74 0.68
C 1.22 5.04 2.31
C 2.35 4.77 -0.21
C 0.75 3.99 1.48
C 2.20 5.92 1.93
C 1.33 3.86 0.22
N 0.02 1.05 -1.44
N -0.52 -2.47 -0.33
C -0.63 -0.28 -1.49
C 0.19 -1.23 -0.62
C -0.60 -3.48 -1.38
C -1.68 -2.38 0.56
C -0.94 -4.85 -0.74
C -1.89 -3.69 1.26
C -2.11 -4.76 0.19
H 3.56 6.36 0.32
H 0.86 5.09 3.32
H 2.80 4.72 -1.20
H 0.00 3.28 1.83
H -1.64 -0.24 -1.10
H -0.62 -0.69 -2.50
H 1.17 -1.39 -1.09
H 0.43 -0.72 0.32
H -1.38 -3.22 -2.09
H 0.36 -3.58 -1.89
H -2.61 -2.09 0.01
H -1.49 -1.64 1.37
H -1.11 -5.56 -1.54
H -0.06 -5.18 -0.16
H -1.00 -3.92 1.85
H -2.71 -3.64 1.95
H -2.20 -5.72 0.67
H -3.03 -4.60 -0.38
*
```